Entry A
A 2-piece molecular cluster, C5H6N2OS overall, computed with ωB97M-V/def2-TZVPD.

Atoms and positions in Å:
C  -1.09639  1.83651  0.37837
C  -0.20259  0.59969  0.39737
C  -0.11265  -0.18786  -0.76898
C  1.14335  -1.92475  0.46434
C  0.50087  0.08430  1.44659
H  -2.16322  1.57369  0.67818
H  -1.44902  2.04053  -0.68211
H  -0.65741  2.74576  0.94586
H  0.32918  -0.03470  -2.88453
H  0.50950  -1.74597  -1.66144
H  0.49738  0.67033  2.42697
N  0.44547  -1.35367  -0.64413
N  1.05780  -1.10852  1.56785
O  -0.66789  0.22428  -1.98108
S  1.86561  -3.41960  0.31674

## Properties
HOMO = -8.012 eV
total charge = 0
2S+1 = 1

---

Entry B
C5H6N2OS in the gas phase, computed with ωB97M-V/def2-TZVPD.

Atoms and positions in Å:
H  1.97210  -0.80436  1.52690
N  1.05195  -1.00091  1.18606
C  0.40793  0.05032  0.83588
N  0.37020  1.43825  1.29890
C  -0.64701  2.13773  0.67446
C  -1.11208  1.36994  -0.29768
C  -0.47197  0.03775  -0.23030
S  -0.77924  -1.28340  -1.31746
C  0.56731  -2.31078  -0.95303
O  -0.89698  -0.68049  -2.65157
H  0.69205  1.97744  2.08893
H  -0.70188  3.19604  0.90643
H  -1.78450  1.51976  -1.11505
H  1.11596  -2.69878  -1.80220
H  0.21617  -2.94852  -0.15028

## Properties
HOMO (alpha / beta) = -7.956 / -8.085 eV
total charge = 0
2S+1 = 1
SMILES string = [H]/N=C1\NC=CC1=S(=C)=O

---

Most stable: entry A (next structure +0.0734 hartree)

---

Entry A
An isolated ion of composition C4H7NO2S and charge -2, computed with ωB97M-V/def2-TZVPD.

Atoms and positions in Å:
O  -1.47663  -0.80442  1.34173
C  -0.46620  -0.45682  0.70555
C  -0.54542  0.60743  -0.38841
C  -1.90306  0.71841  -1.07578
S  -2.01586  2.06704  -2.29314
N  0.74169  -0.97136  0.94385
C  2.19262  -0.58068  0.50800
O  3.04559  -0.96110  1.44585
H  -0.33292  1.54924  0.14087
H  0.26746  0.47591  -1.10004
H  -2.12589  -0.24509  -1.52575
H  -2.67025  0.82473  -0.29599
H  0.83406  -1.62580  1.71342
H  2.13045  0.51379  0.33794
H  2.32436  -1.11129  -0.45812

## Properties
HOMO = 0.179 eV
total charge = -2
2S+1 = 1
SMILES string = O=C(CC[S-])NC[O-]

---

Entry B
An isolated ion of composition C4H7NO2S and charge -2, computed with ωB97M-V/def2-TZVPD.

Atoms and positions in Å:
O  1.34883  -0.32892  -1.61906
C  0.87223  -0.46014  -0.47879
C  -0.25999  0.44647  -0.02142
C  -1.51344  0.46851  -0.88762
S  -2.37224  2.13374  -0.89927
N  1.41028  -1.32493  0.39060
C  1.09551  -1.75055  1.82483
O  2.08293  -1.48113  2.66855
H  -0.46086  0.33430  1.04106
H  0.18659  1.43919  0.02430
H  -1.27560  0.33041  -1.93523
H  -2.24167  -0.21401  -0.44222
H  2.10489  -1.93314  -0.01997
H  0.91894  -2.85182  1.76936
H  0.13634  -1.22437  2.02586

## Properties
HOMO = 0.190 eV
total charge = -2
2S+1 = 1
SMILES string = O=C(CC[S-])NC[O-]

---

Most stable: entry A (next structure +0.0152 hartree)

---

Entry A
A 2-piece molecular cluster, C5H15NO overall, computed with ωB97M-V/def2-TZVPD.

Atoms and positions in Å:
C  -0.94323  0.46990  1.23595
C  -0.72440  -0.47709  0.02213
C  0.73655  -0.84910  -0.25128
C  0.88351  -1.51550  -1.65607
C  1.27836  -1.81452  0.83012
N  -1.51824  -1.63007  0.20640
H  -0.97354  1.48801  0.85781
H  -1.78114  0.20708  1.86641
H  -0.04723  0.44516  1.84016
H  -1.01470  -0.02164  -0.93523
H  1.38664  0.02272  -0.28880
H  1.78146  -1.13133  -2.12202
H  -0.04368  -1.49777  -2.22355
H  1.04466  -2.59661  -1.52765
H  0.74194  -1.71820  1.78686
H  1.13999  -2.85825  0.58041
H  2.31048  -1.63047  1.09255
H  -1.10334  -2.45139  0.66912
H  -2.48806  -1.44104  0.44664
H  0.43060  6.76270  -0.80112
H  -1.00041  6.27598  -0.73010
O  -0.09623  5.96144  -0.89872

## Properties
HOMO (alpha / beta) = -13.599 / -13.599 eV
<S²> = 0.754
total charge = +1
2S+1 = 2

---

Entry B
A 2-piece molecular cluster, C5H15NO overall, computed with ωB97M-V/def2-TZVPD.

Atoms and positions in Å:
C  1.70459  -1.22000  -0.06934
C  0.57447  -0.18929  0.07904
N  -0.07686  0.01758  1.41083
C  -2.26842  0.91746  0.18749
C  -1.20561  0.90502  1.37630
C  -1.94323  0.94567  2.71274
H  2.54605  -0.74979  0.45844
H  1.48010  -2.15621  0.47080
H  1.86352  -1.41811  -1.13307
H  -0.20063  -0.60482  -0.59449
H  0.67600  0.81031  -0.36511
H  -0.34052  -0.89184  1.83374
H  -3.31458  0.84945  0.51255
H  -2.27823  0.15758  -0.57015
H  -2.06395  1.84071  -0.37319
H  -0.78927  1.91510  1.27583
H  -2.24230  -0.05258  3.17362
H  -2.94041  1.28581  2.49493
H  -1.58504  1.63576  3.44661
H  4.44993  -2.06200  -5.64207
H  3.89962  -0.73893  -4.92695
O  4.05476  -1.19689  -5.75856

## Properties
HOMO (alpha / beta) = -13.430 / -13.430 eV
<S²> = 0.755
total charge = +1
2S+1 = 2

---

Entry C
A 2-piece molecular cluster, C5H15NO overall, computed with ωB97M-V/def2-TZVPD.

Atoms and positions in Å:
C  1.74467  -0.77997  -0.54490
C  2.55755  -1.09511  -1.76977
C  0.53731  0.16941  -0.97472
N  -0.38275  0.48544  0.10253
C  -0.89652  -0.53622  0.99472
C  -0.25540  -0.49027  2.40181
H  2.27497  -0.20468  0.21790
H  1.21835  -1.58886  -0.04614
H  3.27547  -1.84217  -1.42259
H  1.93142  -1.48936  -2.56743
H  3.12878  -0.25777  -2.16403
H  0.89654  1.12731  -1.34786
H  -0.03745  -0.32146  -1.76710
H  -0.03895  1.30074  0.61973
H  -0.79782  -1.46224  0.42836
H  -1.95901  -0.35100  1.18644
H  -0.67540  -1.27976  3.01218
H  -0.37644  0.53153  2.76302
H  0.82020  -0.65087  2.32237
H  -3.72027  1.57871  -0.40351
H  -2.17256  1.47829  -0.42457
O  -2.90102  2.07054  -0.19236

## Properties
HOMO (alpha / beta) = -15.149 / -15.127 eV
<S²> = 0.755
total charge = +1
2S+1 = 2

---

Most stable: entry C (next structure +0.0094 hartree)

---

Entry A
C11H20N2O3 in the gas phase, computed with ωB97M-V/def2-TZVPD.

Atoms and positions in Å:
C  -1.95738  -1.60191  3.51227
C  -2.98320  -0.49070  3.34600
O  -3.34372  -0.31352  1.97359
C  -2.49296  0.40542  1.23156
O  -1.48885  0.94129  1.61972
N  -2.98178  0.54254  -0.05172
N  -2.07461  0.93964  -1.03351
C  -1.01716  0.11002  -1.33549
O  -1.03553  -1.05185  -1.00853
C  0.05450  0.80284  -2.15883
C  1.00069  -0.20128  -2.82343
C  1.88222  -0.92107  -1.80587
C  2.66878  0.06617  -0.94532
C  3.52661  -0.67274  0.07705
C  1.69506  1.01878  -0.25271
C  0.85440  1.77391  -1.27644
H  -1.03734  -1.33375  2.99914
H  -2.33647  -2.53026  3.09231
H  -1.74434  -1.74702  4.56746
H  -2.58619  0.45342  3.73290
H  -3.92003  -0.73575  3.85022
H  -3.65317  -0.15522  -0.35003
H  -1.95601  1.94159  -1.10509
H  -0.46348  1.37644  -2.93752
H  0.41428  -0.93566  -3.37869
H  1.63069  0.33889  -3.53512
H  1.25187  -1.53452  -1.16270
H  2.57132  -1.58339  -2.33487
H  3.32760  0.65533  -1.59600
H  2.89706  -1.26336  0.73877
H  4.09529  0.03063  0.68152
H  4.22476  -1.34235  -0.42064
H  1.03538  0.45463  0.40912
H  2.24688  1.73486  0.36010
H  0.18461  2.46315  -0.75789
H  1.51025  2.36482  -1.92131

## Properties
HOMO = -9.832 eV
total charge = 0
2S+1 = 1
SMILES string = CCOC(=O)NNC(=O)[C@H]1CC[C@@H](C)CC1

---

Entry B
C11H20N2O3 in the gas phase, computed with ωB97M-V/def2-TZVPD.

Atoms and positions in Å:
C  -4.36566  0.05487  -0.69946
C  -3.44538  -0.16776  0.59362
C  -2.00652  -0.77233  0.21455
C  -1.70752  -1.86842  1.23383
C  -0.97203  0.33368  0.18123
N  -1.25928  1.32948  -0.90722
C  0.36496  -0.13519  -0.28129
O  0.27513  -1.02059  -1.19798
N  1.56272  0.32198  0.11754
C  1.70931  1.59776  0.76121
C  3.07368  2.13327  0.31746
C  3.84343  0.87951  -0.23154
C  2.78888  -0.11755  -0.68424
C  3.28514  -1.51628  -0.17673
O  4.24929  -1.70251  0.65017
O  2.54684  -2.57025  -0.66865
H  -3.80851  0.53863  -1.64281
H  -4.55816  -1.04522  -0.95898
H  -5.34445  0.43857  -0.42527
H  -3.42715  0.64621  1.22812
H  -3.96219  -0.97639  1.16217
H  -2.04957  -1.27420  -0.73296
H  -0.86694  -2.29005  0.78719
H  -1.58841  -1.46608  2.25960
H  -2.49531  -2.69860  1.15225
H  -0.93573  0.72193  1.24912
H  -1.16564  0.63904  -1.88912
H  -2.29562  1.60893  -0.96374
H  1.70614  1.43027  1.82595
H  0.79791  2.18581  0.48934
H  3.49912  2.63251  1.24553
H  3.22359  2.86521  -0.56599
H  4.13191  0.40283  0.70247
H  4.65151  0.94754  -0.99498
H  2.62070  0.12797  -1.84660
H  1.92377  -2.21459  -1.30377

## Properties
HOMO = -9.820 eV
total charge = 0
2S+1 = 1
SMILES string = CC[C@H](C)[C@H](N)C(=O)N1CCC[C@H]1C(=O)O

---

Most stable: entry A (next structure +0.1213 hartree)

---

Entry A
C5H10S as an isolated structure, computed with ωB97M-V/def2-TZVPD.

Atoms and positions in Å:
C  -1.82008  -0.73019  -0.64065
C  -1.30686  -0.04461  0.76530
C  0.19664  0.06192  0.89689
C  0.95595  0.85429  -0.26869
C  2.21265  -0.07599  -0.17924
H  -1.34887  -1.81930  -0.70818
H  -1.17495  -0.15895  -1.44774
H  -3.03939  -0.60026  -0.79022
H  -1.78760  -0.29077  1.80226
H  -1.73918  1.02449  0.66053
H  0.76312  0.38573  2.01172
H  1.16940  1.92972  -0.19083
H  0.58908  0.73001  -1.35117
H  2.82584  0.19000  0.55969
H  2.39265  -0.00233  -1.37193
S  1.11161  -1.45374  0.25226

## Properties
HOMO = -8.534 eV
total charge = 0
2S+1 = 1

---

Entry B
C5H10S in the gas phase, computed with ωB97M-V/def2-TZVPD.

Atoms and positions in Å:
C  -0.86148  1.90880  0.07014
C  -0.37378  0.69418  0.17934
C  -1.23807  -0.46256  0.63346
C  -1.69715  -1.31804  -0.56192
S  1.26042  0.45066  -0.32965
C  1.65423  -1.12794  0.34040
H  -0.28175  2.83791  -0.14808
H  -1.87046  2.11034  0.19826
H  -0.56605  -1.05767  1.21374
H  -2.02344  -0.09381  1.36329
H  -2.32650  -2.15734  -0.29501
H  -2.33918  -0.72030  -1.27564
H  -0.85059  -1.74155  -1.14305
H  2.66286  -1.39593  0.04208
H  1.48698  -1.23997  1.41712
H  1.03884  -1.91889  -0.06680

## Properties
HOMO = -8.070 eV
total charge = 0
2S+1 = 1
SMILES string = C=C(CC)SC

---

Most stable: entry B (next structure +0.0926 hartree)

---

Entry A
A 2-piece molecular cluster, O2 overall, computed with ωB97M-V/def2-TZVPD.

Atoms and positions in Å:
O  0.00049  -0.67032  0.75928
O  -0.00049  0.67032  -0.75928

## Properties
HOMO = -13.188 eV
total charge = 0
2S+1 = 1

---

Entry B
O2 in the gas phase, computed with ωB97M-V/def2-TZVPD.

Atoms and positions in Å:
O  0.71041  0.11499  0.13537
O  -0.71041  -0.11499  -0.13537

## Properties
HOMO = -11.714 eV
total charge = 0
2S+1 = 1
SMILES string = O=O

---

Entry C
O2 in the gas phase, computed with ωB97M-V/def2-TZVPD.

Atoms and positions in Å:
O  0.00000  0.00000  0.62089
O  0.00000  0.00000  -0.62089

## Properties
HOMO = -10.315 eV
total charge = 0
2S+1 = 1
SMILES string = O=O

---

Most stable: entry C (next structure +0.0617 hartree)